[1]
A molecular structure, C8H14AlCdO2 in a non-equilibrium geometry, computed with ωB97M-V with the def2-TZVPD basis set.

Results
- Gap between HOMO and LUMO: 2.7 eV
- Net charge: +1
- LUMO level: -0.3163 Ha

XYZ file:
```
26
C8H14AlCdO2 (ωB97M-V with the def2-TZVPD basis set)
C -2.096 -0.547 1.450
C -2.131 0.486 0.815
C -1.812 1.679 -0.001
C -1.159 1.280 -1.349
C 0.398 1.356 -1.303
Al 1.208 -0.448 -1.790
C 0.778 -1.905 -0.342
O 1.882 -2.224 0.437
C 2.121 -1.433 1.557
C 1.644 0.008 1.675
O 2.750 -1.921 2.435
H -2.045 -1.355 2.160
H -1.221 2.399 0.579
H -2.777 2.165 -0.216
H -1.528 1.993 -2.097
H -1.473 0.268 -1.642
H 0.741 1.801 -0.364
H 0.699 2.044 -2.111
H 0.456 -0.969 -3.122
H 2.782 -0.412 -2.076
H 0.552 -2.809 -0.928
H -0.139 -1.674 0.241
H 2.230 0.615 0.973
H 1.907 0.348 2.680
H 0.566 0.142 1.550
Cd -4.333 -0.887 0.790
```

These are the Löwdin partial charges, in e, on atoms 1 to 8:
1. C -0.104
2. C -0.229
3. C -0.178
4. C -0.252
5. C -0.222
6. Al 0.447
7. C -0.172
8. O 0.010

[2]
A molecular structure, C3H6N2O in a non-equilibrium geometry, computed with ωB97M-V with the def2-TZVPD basis set.

Results
- Gap between HOMO and LUMO: 10.1 eV
- ΔE to the lowest compared entry with this formula, charge and spin: 285.5 kJ/mol
- Net charge: 0
- LUMO level: 0.0353 Ha

XYZ file:
```
12
C3H6N2O (ωB97M-V with the def2-TZVPD basis set)
N -0.988 -1.302 0.627
C 0.131 -0.675 -0.062
C 0.086 0.284 -1.519
O 0.705 1.322 -0.755
C 0.521 0.683 0.435
N 0.500 1.180 1.589
H -0.701 -2.074 1.233
H -1.532 -0.668 1.213
H 0.902 -1.403 -0.245
H 0.610 0.295 -2.511
H -0.969 0.187 -1.516
H 0.735 2.170 1.512
```

These are the Löwdin partial charges, in e, on atoms 1 to 8:
1. N 0.045
2. C -0.221
3. C -0.058
4. O -0.015
5. C -0.474
6. N 0.161
7. H 0.082
8. H 0.078

[3]
A molecular structure, CHF3N2 in a non-equilibrium geometry, computed with ωB97M-V with the def2-TZVPD basis set.

Results
- Gap between HOMO and LUMO (alpha / beta): 8.7 / 9.0 eV
- ΔE to the lowest compared entry with this formula, charge and spin: 1209.0 kJ/mol
- Net charge: 0
- LUMO level (alpha / beta): -0.0480 / -0.0590 Ha

XYZ file:
```
7
CHF3N2 (ωB97M-V with the def2-TZVPD basis set)
C 0.778 0.555 -0.558
N 2.660 -0.275 0.537
N 0.546 1.677 -0.227
F 3.148 -1.389 0.084
F 1.258 2.735 -0.638
F -0.552 2.435 0.710
H 0.301 -0.340 -0.345
```

Per-atom Löwdin charges, elementary charge units:
1. C 0.067
2. N 0.142
3. N -0.111
4. F -0.072
5. F 0.059
6. F -0.145
7. H 0.059

[4]
A single C9H8ClN3OS molecule in a non-equilibrium geometry, computed with ωB97M-V with the def2-TZVPD basis set.

Results
- Gap between HOMO and LUMO: 9.2 eV
- ΔE to the lowest compared entry with this formula, charge and spin: 0.0 kJ/mol
- Net charge: 0
- LUMO level: 0.0238 Ha

XYZ file:
```
23
C9H8ClN3OS (ωB97M-V with the def2-TZVPD basis set)
S 3.828 0.680 -2.679
C 2.428 -0.015 -2.259
N 2.230 -1.161 -1.542
N 0.908 -1.414 -1.398
C 0.316 -0.456 -2.010
C -1.162 -0.241 -2.112
N -1.856 -0.577 -0.897
C -1.540 0.046 0.301
C -0.896 1.282 0.366
C -0.668 1.886 1.589
C -1.067 1.287 2.770
C -1.707 0.059 2.702
Cl -2.215 -0.721 4.158
C -1.941 -0.563 1.492
O 1.179 0.436 -2.559
H 2.934 -1.757 -1.141
H -1.337 0.807 -2.372
H -1.563 -0.859 -2.921
H -2.045 -1.564 -0.791
H -0.570 1.784 -0.531
H -0.165 2.840 1.622
H -0.886 1.757 3.723
H -2.438 -1.521 1.464
```

These are the Löwdin partial charges, in e, on atoms 1 to 8:
1. S 0.657
2. C -0.905
3. N 0.036
4. N 0.145
5. C -0.327
6. C -0.115
7. N 0.020
8. C -0.266

[5]
8 unconnected molecules or ions with the total composition C30H70F24N4O2P4 in a non-equilibrium geometry, computed with ωB97M-V with the def2-TZVPD basis set.

Results
- Gap between HOMO and LUMO: 7.9 eV
- Net charge: 0
- LUMO level: -0.0545 Ha

XYZ file:
```
134
C30H70F24N4O2P4 (ωB97M-V with the def2-TZVPD basis set)
C 1.729 1.634 0.599
C 0.595 1.490 -0.357
O 0.069 0.467 -0.595
N 0.152 2.663 -1.090
H 0.944 3.300 -1.353
H -0.311 2.425 -1.984
C -0.780 3.474 -0.233
H 2.515 0.931 0.324
H 1.289 1.388 1.566
H 2.165 2.628 0.576
H -0.248 4.017 0.543
H -1.612 2.876 0.125
H -1.251 4.216 -0.878
C 0.074 -2.656 5.632
N 0.251 -2.979 4.187
C 0.248 -4.452 3.981
C -0.865 -2.350 3.391
C 1.579 -2.523 3.639
C 1.782 -1.037 3.654
O 1.769 -0.584 4.991
H 1.007 -2.859 6.154
H -0.744 -3.284 5.975
H -0.116 -1.603 5.806
H -0.634 -4.844 4.477
H 1.150 -4.876 4.409
H 0.228 -4.616 2.908
H -1.742 -2.969 3.561
H -0.540 -2.310 2.358
H -1.016 -1.368 3.829
H 1.618 -2.897 2.615
H 2.372 -3.013 4.206
H 1.066 -0.466 3.053
H 2.773 -0.808 3.233
H 1.770 0.381 4.986
C -7.886 -5.224 -0.385
C -6.566 -4.617 -0.837
C -6.441 -3.144 -0.468
C -5.102 -2.607 -0.925
N -4.844 -1.206 -0.521
C -3.427 -0.763 -0.897
C -2.781 -0.105 0.296
C -3.791 -0.131 1.424
C -4.769 -1.215 0.991
C -5.885 -0.206 -0.990
C -6.122 -0.246 -2.462
C -6.602 1.121 -2.962
H -8.705 -4.543 -0.648
H -8.082 -5.435 0.672
H -8.083 -6.193 -0.849
H -6.521 -4.730 -1.920
H -5.757 -5.155 -0.333
H -6.540 -3.020 0.612
H -7.259 -2.588 -0.932
H -5.124 -2.620 -2.018
H -4.272 -3.242 -0.626
H -3.557 -0.068 -1.716
H -2.879 -1.573 -1.371
H -2.454 0.897 0.033
H -1.842 -0.577 0.581
H -4.448 0.736 1.542
H -3.427 -0.323 2.430
H -5.777 -1.156 1.392
H -4.377 -2.185 1.306
H -5.419 0.701 -0.595
H -6.783 -0.366 -0.394
H -6.819 -1.015 -2.814
H -5.203 -0.538 -2.979
H -5.723 1.761 -2.925
H -7.330 1.539 -2.263
H -7.007 1.135 -3.966
C 6.262 3.090 1.072
C 6.828 1.797 0.491
C 5.754 0.920 -0.158
C 6.334 -0.112 -1.108
N 5.338 -1.146 -1.611
C 4.776 -1.892 -0.423
C 4.821 -3.382 -0.782
C 6.124 -3.452 -1.556
C 6.042 -2.211 -2.429
C 4.229 -0.420 -2.374
C 3.435 -1.265 -3.366
C 2.042 -0.634 -3.488
H 6.965 3.906 0.923
H 6.026 3.006 2.134
H 5.338 3.378 0.576
H 7.453 1.206 1.161
H 7.485 2.043 -0.356
H 4.907 1.432 -0.615
H 5.278 0.327 0.645
H 7.193 -0.639 -0.689
H 6.631 0.337 -2.060
H 3.740 -1.603 -0.266
H 5.396 -1.802 0.463
H 3.955 -3.696 -1.368
H 4.804 -3.975 0.133
H 6.184 -4.353 -2.164
H 6.976 -3.413 -0.875
H 5.391 -2.448 -3.263
H 7.013 -1.929 -2.826
H 4.700 0.392 -2.915
H 3.585 -0.159 -1.545
H 3.356 -2.256 -2.911
H 3.914 -1.260 -4.343
H 2.118 0.442 -3.638
H 1.474 -0.842 -2.584
H 1.535 -0.985 -4.385
P -1.525 1.217 -4.187
F -1.626 2.732 -4.587
F -0.038 1.352 -3.559
F -2.172 1.575 -2.730
F -1.461 -0.381 -3.736
F -3.002 0.888 -4.775
F -0.897 0.824 -5.612
P -1.415 1.615 3.495
F -0.304 2.674 3.102
F -0.747 0.552 2.400
F -0.461 0.886 4.601
F -2.582 0.487 3.750
F -2.041 2.537 4.616
F -2.384 2.238 2.375
P -0.782 7.541 1.299
F 0.324 6.765 0.390
F 0.443 8.064 2.223
F -0.749 8.945 0.502
F -1.870 8.161 2.344
F -1.930 7.065 0.243
F -0.981 6.131 2.106
P 3.303 3.912 -2.379
F 4.714 3.921 -1.563
F 2.497 4.129 -0.967
F 3.379 5.483 -2.579
F 1.870 3.860 -3.126
F 4.100 3.656 -3.757
F 3.250 2.277 -2.158
```

These are the Löwdin partial charges, in e, on atoms 1 to 8:
1. C 0.042
2. C -0.446
3. O 0.143
4. N 0.100
5. H 0.125
6. H 0.129
7. C 0.049
8. H 0.074

[6]
A single C3H2N4O molecule in a non-equilibrium geometry, computed with ωB97M-V with the def2-TZVPD basis set.

Results
- Gap between HOMO and LUMO: 8.5 eV
- ΔE to the lowest compared entry with this formula, charge and spin: 193.3 kJ/mol
- Net charge: 0
- LUMO level: -0.0430 Ha

XYZ file:
```
10
C3H2N4O (ωB97M-V with the def2-TZVPD basis set)
O -2.443 -0.419 0.722
C -1.561 -0.281 -0.058
N -0.952 0.924 -0.530
C 0.259 1.108 -0.301
C 1.148 0.192 0.445
N 1.241 -1.104 0.434
N 0.330 -1.707 -0.445
N -0.871 -1.442 -0.622
H 0.871 1.984 -0.648
H 1.978 0.746 1.002
```

These are the Löwdin partial charges, in e, on atoms 1 to 8:
1. O 0.149
2. C -0.491
3. N 0.167
4. C -0.137
5. C -0.120
6. N 0.070
7. N -0.016
8. N 0.119

[7]
A molecular structure, C28H37BrN13O2S2TeTi in a non-equilibrium geometry, computed with ωB97M-V with the def2-TZVPD basis set.

Results
- Gap between HOMO and LUMO (alpha / beta): 5.7 / 4.3 eV
- ΔE to the lowest compared entry with this formula, charge and spin: 285.4 kJ/mol
- Net charge: +2
- Multiplicity: 2
- LUMO level (alpha / beta): -0.1842 / -0.2376 Ha

XYZ file:
```
85
C28H37BrN13O2S2TeTi (ωB97M-V with the def2-TZVPD basis set)
Ti 0.318 0.196 -0.850
N 3.090 -4.033 -0.394
C 1.649 -3.602 -0.273
C 0.742 -4.539 -1.047
C -0.684 -3.972 -1.037
N -0.746 -2.696 -1.768
C -1.129 -3.758 0.406
C -0.181 -2.893 1.238
N -0.253 -1.437 0.858
C 1.239 -3.477 1.172
H 3.386 -4.031 -1.378
H 3.239 -4.968 -0.007
H 3.703 -3.369 0.090
H 1.581 -2.626 -0.720
H 0.723 -5.529 -0.581
H 1.087 -4.652 -2.080
H -1.336 -4.719 -1.499
H -1.716 -2.391 -1.788
H -0.497 -2.847 -2.742
H -1.194 -4.736 0.888
H -2.134 -3.327 0.431
H -0.507 -2.963 2.278
H 0.159 -0.948 1.654
H -1.242 -1.189 0.903
H 1.232 -4.460 1.653
H 1.930 -2.832 1.725
N 0.939 1.013 2.421
C 2.065 0.822 1.694
N 3.209 1.029 2.294
C 4.314 0.688 1.592
N 5.488 0.890 2.195
N 4.305 0.155 0.375
C 3.108 0.057 -0.207
N 1.915 0.353 0.414
C 3.000 -0.391 -1.546
C 4.123 -0.677 -2.357
C 3.957 -1.050 -3.654
C 2.631 -1.075 -4.171
C 1.574 -0.772 -3.377
N 1.694 -0.473 -2.028
H 1.082 1.397 3.343
H 0.069 1.252 1.965
H 5.501 1.356 3.086
H 6.344 0.742 1.692
H 5.101 -0.552 -1.910
H 4.802 -1.252 -4.297
H 2.455 -1.294 -5.215
H 0.575 -0.706 -3.780
C -0.460 6.234 1.200
C 0.333 5.531 0.164
N 1.204 6.069 -0.624
N 1.649 5.040 -1.399
C 1.088 3.864 -1.109
S 1.373 2.384 -1.871
N 0.236 4.174 -0.098
N -0.569 3.233 0.548
H -0.258 7.299 1.119
H -0.186 5.906 2.205
H -1.528 6.069 1.055
H 2.327 5.210 -2.125
H -1.402 3.057 -0.011
H -0.859 3.625 1.438
Br -4.744 -1.395 -5.713
C -4.595 -0.646 -3.990
C -5.734 -0.450 -3.219
C -5.614 0.076 -1.939
C -4.367 0.396 -1.428
C -3.234 0.200 -2.212
C -3.345 -0.314 -3.503
C -1.891 0.473 -1.677
O -0.874 0.445 -2.441
O -1.659 0.649 -0.430
H -6.705 -0.704 -3.619
H -6.500 0.227 -1.339
H -4.272 0.805 -0.431
H -2.463 -0.445 -4.113
Te -2.957 1.051 2.370
C -2.915 1.514 4.361
C -3.673 2.448 5.042
C -3.410 2.467 6.426
C -2.455 1.556 6.789
S -1.879 0.669 5.454
H -4.395 3.090 4.558
H -3.909 3.120 7.126
H -2.068 1.359 7.777
```

These are the Löwdin partial charges, in e, on atoms 1 to 8:
1. Ti 0.864
2. N 0.252
3. C -0.305
4. C -0.088
5. C -0.352
6. N 0.077
7. C -0.097
8. C -0.305

[8]
A molecular structure, C29H43N4O5PSTi, computed with ωB97M-V with the def2-TZVPD basis set.

Results
- Gap between HOMO and LUMO (alpha / beta): 5.5 / 8.8 eV
- ΔE to the lowest compared entry with this formula, charge and spin: 70.8 kJ/mol
- Net charge: 0
- Multiplicity: 3
- LUMO level (alpha / beta): 0.0077 / 0.0077 Ha

XYZ file:
```
84
C29H43N4O5PSTi (ωB97M-V with the def2-TZVPD basis set)
Ti -1.216 1.567 0.952
O -2.762 2.318 4.555
C -2.483 2.420 3.375
O -1.279 2.090 2.890
C -3.385 2.894 2.299
C -4.443 3.779 2.453
C -4.895 4.488 1.350
C -4.148 4.425 0.157
C -3.127 3.518 0.059
N -2.895 2.618 1.057
C -1.969 3.597 -0.905
O -2.034 4.105 -2.008
O -0.888 3.103 -0.360
H -4.841 3.956 3.443
H -5.716 5.185 1.445
H -4.308 5.133 -0.645
C -5.228 -3.759 0.905
C -4.122 -3.001 0.186
C -3.315 -2.111 1.080
N -2.693 -1.069 0.655
N -1.992 -0.432 1.648
C -2.106 -0.997 2.823
N -1.467 -0.537 3.925
S -3.091 -2.424 2.785
H -5.781 -4.383 0.204
H -5.936 -3.076 1.375
H -4.828 -4.418 1.678
H -4.529 -2.361 -0.598
H -3.438 -3.700 -0.304
H -1.197 0.448 3.851
H -1.854 -0.791 4.819
O -0.373 0.345 -0.629
P 0.998 -0.150 -1.028
C 1.797 0.860 -2.323
C 1.430 2.352 -2.249
C 2.389 3.150 -3.117
C 3.803 3.128 -2.517
C 4.073 1.818 -1.765
C 3.330 0.660 -2.420
C 2.041 -0.183 0.471
C 1.755 -1.419 1.342
C 2.153 -1.208 2.816
C 3.215 -0.127 2.953
C 2.636 1.218 2.512
C 1.708 1.067 1.300
C 0.833 -1.793 -1.796
C 2.160 -2.507 -2.126
C 1.929 -4.006 -2.364
C 0.580 -4.236 -3.032
C -0.563 -3.844 -2.081
C -0.136 -2.749 -1.095
H 1.352 0.468 -3.247
H 1.469 2.728 -1.226
H 0.390 2.497 -2.539
H 2.034 4.175 -3.221
H 2.398 2.729 -4.128
H 3.927 3.970 -1.832
H 4.546 3.261 -3.307
H 3.751 1.911 -0.723
H 5.145 1.611 -1.729
H 3.646 -0.297 -2.000
H 3.605 0.616 -3.477
H 3.095 -0.162 0.180
H 2.277 -2.283 0.926
H 0.686 -1.646 1.296
H 2.490 -2.156 3.239
H 1.272 -0.916 3.396
H 4.085 -0.387 2.344
H 3.574 -0.057 3.981
H 3.440 1.916 2.267
H 2.071 1.673 3.328
H 1.687 1.984 0.708
H 0.680 0.847 1.653
H 0.352 -1.524 -2.748
H 2.888 -2.372 -1.321
H 2.600 -2.057 -3.019
H 1.957 -4.545 -1.412
H 2.745 -4.410 -2.965
H 0.470 -5.273 -3.351
H 0.534 -3.635 -3.946
H -0.892 -4.720 -1.516
H -1.428 -3.505 -2.657
H 0.359 -3.202 -0.235
H -1.000 -2.202 -0.719
```

These are the Löwdin partial charges, in e, on atoms 1 to 8:
1. Ti 1.029
2. O 0.062
3. C -0.557
4. O -0.200
5. C -0.182
6. C -0.009
7. C -0.062
8. C -0.003

[9]
A molecular structure, C45H54ClIrN5P in a non-equilibrium geometry, computed with ωB97M-V with the def2-TZVPD basis set.

Results
- Gap between HOMO and LUMO (alpha / beta): 4.9 / 5.0 eV
- ΔE to the lowest compared entry with this formula, charge and spin: 529.6 kJ/mol
- Net charge: +3
- Multiplicity: 2
- LUMO level (alpha / beta): -0.3647 / -0.3623 Ha

XYZ file:
```
107
C45H54ClIrN5P (ωB97M-V with the def2-TZVPD basis set)
Ir -1.592 -0.514 0.225
C 0.282 0.340 -2.948
C -0.657 -0.811 -3.099
C -1.371 -0.988 -4.244
C -2.158 -2.142 -4.444
C -2.344 -2.999 -3.389
C -1.735 -2.747 -2.157
N -0.750 -1.723 -2.041
C -2.146 -3.395 -0.952
C -2.748 -4.671 -0.960
C -3.163 -5.236 0.218
C -3.017 -4.512 1.403
C -2.461 -3.243 1.368
N -1.993 -2.708 0.218
C -2.474 -2.369 2.546
C -2.755 -2.829 3.830
C -2.876 -1.918 4.867
C -2.717 -0.570 4.599
C -2.444 -0.165 3.294
C -2.337 1.287 2.973
N -2.306 -1.052 2.312
H 1.159 0.191 -3.579
H 0.615 0.458 -1.922
H -0.204 1.256 -3.280
H -1.302 -0.252 -5.028
H -2.622 -2.326 -5.397
H -3.019 -3.833 -3.489
H -2.862 -5.204 -1.887
H -3.611 -6.215 0.236
H -3.393 -4.923 2.322
H -2.899 -3.878 4.022
H -3.108 -2.255 5.863
H -2.819 0.170 5.372
H -3.112 1.839 3.499
H -2.446 1.465 1.904
H -1.376 1.677 3.306
C -0.532 6.362 -1.929
C -1.603 5.406 -2.456
C -1.291 5.060 -3.926
C -2.965 6.107 -2.360
C -1.631 4.086 -1.727
C -2.647 3.168 -2.007
C -2.599 1.901 -1.469
N -1.629 1.503 -0.647
C -0.659 2.378 -0.312
C -0.639 3.662 -0.841
C 0.352 1.864 0.629
C 1.271 2.662 1.297
C 2.181 2.115 2.205
C 2.135 0.727 2.363
C 1.195 -0.009 1.675
N 0.317 0.533 0.837
C 3.156 2.986 2.967
C 3.939 2.194 4.018
C 4.145 3.600 1.963
C 2.390 4.110 3.681
H -0.554 7.281 -2.511
H 0.469 5.946 -2.029
H -0.727 6.625 -0.892
H -1.314 5.967 -4.522
H -2.022 4.364 -4.334
H -0.303 4.611 -4.013
H -2.875 7.108 -2.770
H -3.285 6.192 -1.326
H -3.736 5.595 -2.927
H -3.466 3.433 -2.653
H -3.360 1.172 -1.708
H 0.161 4.332 -0.576
H 1.269 3.726 1.131
H 2.814 0.223 3.028
H 1.135 -1.086 1.786
H 4.583 1.446 3.561
H 3.269 1.718 4.732
H 4.578 2.872 4.576
H 4.662 2.829 1.396
H 4.890 4.172 2.507
H 3.648 4.269 1.267
H 1.668 3.700 4.382
H 1.872 4.759 2.981
H 3.093 4.720 4.241
C 0.800 -3.986 3.590
P 1.157 -3.858 1.795
C 2.967 -3.577 1.713
C 0.957 -5.574 1.181
H 1.488 -4.703 4.041
H -0.221 -4.335 3.736
H 0.918 -3.023 4.083
H 3.477 -4.370 2.264
H 3.230 -2.617 2.148
H 3.301 -3.600 0.679
H 1.567 -6.244 1.792
H 1.293 -5.637 0.148
H -0.083 -5.888 1.241
Cl 3.224 -0.796 -0.995
C 2.866 -1.745 -2.400
C 3.854 -1.875 -3.366
C 3.603 -2.624 -4.500
C 2.373 -3.247 -4.664
C 1.392 -3.110 -3.692
C 1.616 -2.357 -2.545
C 0.549 -2.200 -1.491
H 4.809 -1.393 -3.230
H 4.368 -2.724 -5.255
H 2.182 -3.844 -5.542
H 0.437 -3.596 -3.830
H 0.916 -1.506 -0.733
H 0.365 -3.169 -1.016
```

These are the Löwdin partial charges, in e, on atoms 1 to 8:
1. Ir 1.232
2. C 0.021
3. C -0.215
4. C 0.038
5. C 0.056
6. C 0.040
7. C -0.112
8. N 0.007